No. 1
{
  "formula": "C40H28BrF5GaN2O3STe",
  "method": "ωB97M-V/def2-TZVPD",
  "e_above_lowest_kcal_mol": 16.0,
  "orbital_gap_ev": 6.2,
  "spin_multiplicity": 1,
  "e_tot_ha": -7540.397048,
  "charge": 1,
  "species": ["Ga", "C", "C", "C", "C", "C", "O", "C", "C", "C", "C", "C", "C", "C", "O", "C", "C", "C", "N", "C", "C", "Te", "C", "C", "C", "C", "C", "C", "C", "C", "C", "C", "C", "C", "H", "H", "H", "H", "H", "H", "H", "H", "H", "H", "H", "H", "H", "H", "H", "H", "H", "H", "H", "H", "H", "H", "H", "H", "F", "C", "C", "F", "C", "F", "C", "S", "C", "F", "C", "F", "O", "C", "C", "C", "N", "C", "Br", "C", "H", "H", "H", "H"],
  "positions_angstrom": [[-0.09835, -2.68682, -0.70198], [-0.11571, 3.91743, 1.85085], [0.12455, 2.50229, 1.20374], [1.34864, 2.15200, 0.75483], [1.61613, 0.83198, 0.36760], [3.02457, 0.48261, 0.06634], [3.50004, -0.43122, 0.71552], [3.83208, 1.32271, -0.90014], [5.21339, 1.06714, -0.90122], [6.00793, 1.64740, -1.81957], [5.50918, 2.58929, -2.72392], [4.09167, 2.84968, -2.73095], [3.29489, 2.14672, -1.88387], [0.63026, -0.07445, 0.04466], [0.99285, -1.25056, -0.45244], [-0.69593, 0.28622, 0.50852], [-0.92008, 1.52859, 1.14882], [-1.70607, -0.79115, 0.32701], [-1.78853, -1.40883, -0.86169], [-1.39766, -0.64737, -2.12122], [-2.03771, 0.79953, -2.37132], [-4.13504, 0.97977, -1.97632], [-3.86543, 2.73315, -0.76666], [-3.09758, 3.81142, -1.20562], [-3.16917, 4.97129, -0.41289], [-4.02690, 5.00951, 0.67018], [-4.77025, 3.89504, 1.03512], [-4.69568, 2.68613, 0.33345], [-2.46364, -1.31441, 1.45777], [-1.89607, -1.28899, 2.80091], [-2.68903, -1.84518, 3.77795], [-3.99322, -2.27858, 3.55068], [-4.52399, -2.36688, 2.21959], [-3.72411, -1.86488, 1.24749], [-1.19002, 4.15363, 1.97715], [0.46307, 4.72354, 1.36182], [0.28528, 3.76946, 2.91776], [2.13407, 2.87635, 0.75271], [5.62496, 0.39447, -0.20431], [7.07026, 1.45845, -1.88531], [6.19925, 2.96375, -3.43298], [3.73999, 3.62334, -3.48741], [2.23987, 2.33016, -1.87836], [-1.91248, 1.75983, 1.49457], [-1.90975, -1.23750, -2.92102], [-0.30604, -0.46864, -2.25037], [-1.77357, 0.95817, -3.40566], [-1.52393, 1.46600, -1.62226], [-2.52783, 3.84615, -2.12600], [-2.64874, 5.87851, -0.63888], [-4.16368, 5.97230, 1.15788], [-5.39565, 3.97074, 1.91867], [-5.19269, 1.79072, 0.69606], [-0.96940, -0.77331, 3.09009], [-2.28736, -1.90054, 4.77231], [-4.57429, -2.76303, 4.36207], [-5.61134, -2.59710, 2.00325], [-4.06791, -1.83684, 0.18670], [4.82406, -0.27764, -4.08784], [3.79759, -0.93406, -3.62519], [3.86203, -1.72190, -2.50722], [4.99008, -1.63632, -1.77781], [2.85809, -2.61987, -2.18382], [2.93738, -3.39839, -1.10426], [1.74798, -2.69804, -2.93104], [0.41463, -3.76317, -2.53400], [1.65649, -1.89637, -4.04452], [0.50746, -1.88768, -4.75713], [2.61499, -0.95384, -4.38217], [2.38454, -0.18479, -5.38513], [0.28040, -4.72043, 5.07117], [0.19825, -4.26586, 3.77224], [1.15883, -3.39272, 3.25698], [1.00716, -2.98037, 1.92084], [0.04512, -3.44126, 1.18294], [-0.79547, -4.38200, 1.62551], [-2.14833, -5.01552, 0.44160], [-0.82714, -4.76891, 2.95727], [1.16931, -4.52262, 5.36842], [2.01181, -3.03554, 3.82987], [1.67961, -2.27283, 1.43686], [-1.45292, -5.54911, 3.36674]],
  "atomic_forces_ev_per_a": [[-0.89, 0.12, 0.09], [0.55, -1.75, 1.27], [-3.01, 1.16, 0.92], [0.50, -1.25, -0.13], [0.53, 1.33, -1.54], [0.44, 0.24, 0.42], [0.32, 0.04, -0.46], [0.70, -1.45, 0.23], [-1.60, 0.05, 0.47], [1.08, 1.64, -1.59], [-2.28, -1.04, 0.96], [2.76, 1.32, -2.21], [-0.82, 0.25, 1.17], [-0.95, 0.46, 1.75], [0.08, 0.23, -0.12], [0.02, -0.16, -0.07], [1.36, -0.12, -0.81], [0.60, 0.46, -1.12], [0.69, 0.63, 0.55], [-1.72, 0.64, -0.55], [1.30, -1.34, 2.16], [0.63, 0.34, 0.01], [-0.08, -1.84, -1.78], [-0.54, 0.92, 1.20], [-0.25, -0.78, -0.36], [-0.29, 0.15, -0.07], [-0.31, -0.18, 0.76], [0.68, 1.87, 0.87], [1.49, 0.15, 1.97], [-1.30, 0.45, -1.86], [-0.23, 0.07, 0.50], [-0.99, -1.82, -1.04], [-0.98, 0.72, 2.43], [0.14, 0.31, -2.87], [0.62, -0.03, -0.44], [-0.47, -0.48, 0.19], [-0.46, 0.62, -1.40], [0.56, 0.25, 0.10], [0.25, -0.74, 0.82], [0.05, -0.26, 0.26], [0.24, 0.80, -0.65], [0.08, -1.29, 1.20], [-0.54, -0.01, -0.12], [-0.25, 0.11, 0.10], [1.28, -0.03, 0.49], [-0.71, -0.71, -0.11], [-0.01, 0.63, -0.16], [-0.62, -0.11, -1.23], [-0.05, -0.41, 0.06], [0.41, 0.21, -0.42], [0.04, -0.35, 0.26], [-0.09, -0.04, -0.08], [-0.02, 0.18, -0.33], [-0.27, -0.48, -0.57], [-0.04, 0.04, 0.42], [0.44, 0.75, -0.42], [1.62, -0.10, 0.42], [0.20, -0.04, 0.94], [0.80, 0.78, 0.15], [-1.70, -0.39, -1.16], [1.36, -0.23, 0.92], [-0.41, -0.47, -0.15], [1.40, 0.24, 0.94], [0.46, 0.15, 0.35], [-1.37, -0.30, -1.09], [-0.55, -0.74, 0.16], [-0.82, 1.14, -0.56], [0.54, -0.07, 0.17], [0.09, -1.92, 1.79], [0.18, 1.37, -1.65], [-0.49, 0.40, -1.80], [0.64, -0.40, 1.07], [-0.25, 0.32, -1.09], [1.78, 0.38, 2.45], [-1.65, -0.84, -2.48], [-1.31, -0.12, 1.25], [0.71, 0.26, 0.18], [0.91, -0.05, -0.44], [0.28, 0.08, 0.49], [-0.27, -0.05, -0.03], [0.05, -0.03, 0.27], [-0.28, 0.15, -0.25]]
}

=====

No. 2
{
  "formula": "C20H17BrTi",
  "method": "ωB97M-V/def2-TZVPD",
  "orbital_gap_ev": [3.1, 3.1],
  "spin_multiplicity": 1,
  "e_tot_ha": -4195.654844,
  "species": ["C", "C", "C", "H", "C", "C", "H", "H", "H", "H", "Ti", "Br", "C", "C", "C", "H", "C", "C", "H", "H", "H", "H", "C", "C", "C", "C", "C", "C", "C", "C", "C", "C", "H", "H", "H", "H", "H", "H", "H"],
  "positions_angstrom": [[-1.00950, -1.60422, -2.67785], [-1.76885, -2.77066, -2.28643], [-2.88005, -2.32234, -1.47377], [-1.59856, -3.79642, -2.59043], [-2.87269, -0.88072, -1.49283], [-1.69532, -0.43959, -2.17351], [-1.38602, 0.59441, -2.36607], [-0.16637, -1.56097, -3.36708], [-3.65457, -2.96175, -1.03944], [-3.65637, -0.23407, -1.10095], [-0.97021, -1.80584, -0.50290], [0.49371, -3.59857, -0.22203], [2.52846, 1.66930, -1.33065], [1.52824, 2.18383, -2.21121], [1.54934, 1.40448, -3.41001], [0.87712, 3.03250, -2.01036], [2.55983, 0.40612, -3.26910], [3.17029, 0.57364, -1.98660], [3.97595, -0.03254, -1.57380], [2.75368, 2.03418, -0.32709], [0.91354, 1.55303, -4.27548], [2.81961, -0.34518, -4.00956], [2.10482, 1.13205, 3.53257], [2.40487, 0.27600, 2.45146], [1.38391, -0.25520, 1.66680], [0.02921, 0.02468, 1.94781], [-1.07988, -0.51333, 1.21127], [-2.38708, -0.33118, 1.63523], [-2.65862, 0.54050, 2.72003], [-1.62323, 1.15324, 3.40376], [-0.26860, 0.89661, 3.06592], [0.78708, 1.44843, 3.82600], [2.91034, 1.54802, 4.13978], [3.44845, 0.04624, 2.21940], [1.63690, -0.88539, 0.79966], [-3.22367, -0.85333, 1.16619], [-3.69551, 0.73322, 3.01150], [-1.82096, 1.83728, 4.23288], [0.54074, 2.10356, 4.66693]],
  "atomic_forces_ev_per_a": [[-1.40, -0.09, -0.68], [-0.78, 1.04, -0.95], [0.14, 0.37, -1.16], [0.24, 0.23, 0.29], [0.63, -0.20, -0.51], [-0.77, -0.72, -0.57], [0.02, -0.50, 0.33], [0.04, -0.08, 0.53], [0.42, 0.29, -0.13], [0.51, -0.22, 0.24], [1.63, 0.79, 3.20], [0.14, -0.19, 0.20], [-0.62, -0.08, -0.53], [0.47, -0.59, 0.06], [0.46, -0.21, 0.75], [0.18, -0.20, -0.05], [-0.22, 0.45, 0.62], [-0.73, -0.08, -0.43], [-0.20, 0.20, -0.16], [-0.06, -0.07, -0.39], [0.12, 0.02, 0.04], [0.01, 0.17, 0.13], [-0.57, 0.18, 0.14], [-0.51, -0.26, -0.47], [0.75, 0.14, -0.01], [-0.61, 0.79, 0.71], [-0.21, -1.01, -1.03], [0.59, 0.49, 0.41], [0.10, 0.21, 0.60], [-0.51, -0.27, -0.40], [0.15, -0.54, -0.51], [0.64, -0.16, -0.01], [-0.22, -0.12, -0.20], [-0.41, 0.05, 0.05], [-0.07, 0.34, 0.50], [0.17, 0.33, -0.01], [0.37, -0.09, -0.04], [-0.04, -0.21, -0.27], [0.13, -0.20, -0.28]]
}

=====

No. 3
{
  "formula": "C11H12BrN2O3Ti",
  "method": "ωB97M-V/def2-TZVPD",
  "orbital_gap_ev": 6.8,
  "spin_multiplicity": 1,
  "e_tot_ha": -4185.190471,
  "charge": -1,
  "species": ["Ti", "N", "C", "C", "O", "N", "C", "C", "O", "O", "H", "H", "H", "H", "H", "H", "Br", "C", "C", "C", "C", "C", "C", "H", "H", "H", "H", "C", "H", "H"],
  "positions_angstrom": [[-0.09670, 0.09436, -0.26660], [-0.56817, -0.07904, 1.91018], [-1.01276, -1.42953, 2.28518], [-1.65120, -2.11837, 1.07914], [-2.57166, -2.91629, 1.26727], [-1.07954, -1.74763, -0.06970], [-1.64462, -2.26100, -1.30645], [-1.33440, -1.29419, -2.44692], [-1.77838, -1.49436, -3.55945], [-0.58317, -0.26916, -2.12184], [0.23054, 0.24371, 2.44102], [-1.31065, 0.60076, 2.03415], [-1.72343, -1.42596, 3.11091], [-0.14355, -2.01851, 2.58043], [-2.72712, -2.38744, -1.22970], [-1.23914, -3.24172, -1.57274], [-3.54460, 6.03134, 0.53644], [-2.53152, 4.42510, 0.28889], [-1.21198, 4.38922, 0.69878], [-0.48994, 3.21230, 0.51349], [-1.04179, 2.06434, -0.07018], [-2.38417, 2.17071, -0.46915], [-3.13575, 3.33010, -0.29899], [-0.75660, 5.26193, 1.14914], [0.54750, 3.19493, 0.83010], [-2.87062, 1.32375, -0.94667], [-4.16772, 3.38060, -0.62137], [1.73306, 0.24052, 0.01230], [2.33464, 0.65243, -0.80557], [2.34515, -0.23880, 0.78131]],
  "atomic_forces_ev_per_a": [[-0.19, -0.18, -0.32], [0.01, -0.12, 0.06], [0.00, 0.02, 0.02], [-0.04, -0.07, 0.16], [0.09, -0.09, -0.17], [-0.18, 0.41, 0.06], [0.12, 0.09, 0.17], [-0.14, -0.07, -0.21], [0.05, 0.00, -0.01], [0.04, -0.01, 0.23], [0.03, 0.01, -0.03], [0.00, 0.02, 0.01], [-0.01, -0.01, 0.01], [0.02, 0.02, 0.02], [-0.01, 0.01, -0.02], [0.03, -0.01, 0.00], [0.04, -0.06, -0.01], [-0.07, 0.11, 0.01], [0.01, -0.06, -0.01], [-0.01, 0.06, 0.03], [0.02, -0.11, -0.04], [0.09, 0.03, 0.03], [0.00, -0.04, -0.01], [0.00, 0.00, 0.00], [0.00, -0.01, 0.00], [-0.01, 0.00, -0.01], [0.00, 0.01, 0.00], [0.12, 0.02, 0.09], [-0.03, -0.01, -0.03], [0.03, 0.03, 0.00]]
}

=====

No. 4
{
  "formula": "C2F2O4S",
  "method": "ωB97M-V/def2-TZVPD",
  "e_above_lowest_kcal_mol": 1.1,
  "orbital_gap_ev": 10.0,
  "spin_multiplicity": 1,
  "e_tot_ha": -975.029905,
  "species": ["C", "C", "O", "O", "O", "O", "F", "F", "S"],
  "positions_angstrom": [[-0.70965, 0.46336, -0.74831], [-1.60082, -0.19486, 0.21043], [-1.05757, -0.81550, -0.98363], [3.68557, 0.21276, 0.87275], [-0.27919, 1.40615, -1.28850], [1.37752, -0.18436, 0.45295], [-1.13463, -0.84048, 1.33336], [-2.92160, -0.18422, 0.25765], [2.64038, 0.13714, -0.10670]],
  "atomic_forces_ev_per_a": [[-1.91, 0.12, 0.31], [0.93, -2.21, 1.36], [0.10, 0.25, -0.05], [0.30, 0.15, -0.75], [0.77, 0.26, -0.35], [-1.07, -0.29, -0.07], [-0.77, 1.16, -1.28], [0.48, 0.45, -0.13], [1.17, 0.11, 0.97]]
}

=====

No. 5
{
  "formula": "C7H11N2O2",
  "method": "ωB97M-V/def2-TZVPD",
  "e_above_lowest_kcal_mol": 71.8,
  "orbital_gap_ev": 9.8,
  "spin_multiplicity": 1,
  "e_tot_ha": -532.940039,
  "charge": 1,
  "species": ["C", "C", "C", "C", "C", "C", "C", "N", "N", "O", "O", "H", "H", "H", "H", "H", "H", "H", "H", "H", "H", "H"],
  "positions_angstrom": [[-1.86104, 0.50120, -0.90470], [-0.53098, 0.44904, -1.37605], [-0.55755, 0.42902, 0.87198], [2.20403, 1.93293, -0.55158], [-2.98185, -0.09028, 1.14218], [2.26328, -1.32489, 1.06201], [1.72724, 0.58009, -0.26414], [-1.81911, 0.43113, 0.41719], [0.24418, 0.42671, -0.25775], [1.75606, 2.42952, -1.54584], [2.16480, 0.07009, 0.95984], [-2.69226, 0.43054, -1.55381], [-0.36787, 0.73974, -2.40034], [-0.14834, 0.33885, 1.88496], [3.02723, 2.28373, 0.02085], [-3.41475, -1.05804, 0.63635], [-2.80577, -0.26332, 2.23135], [-3.82470, 0.61707, 0.95123], [1.22882, -1.87890, 1.00986], [2.82642, -1.42185, 1.98098], [2.79659, -1.64113, 0.16306], [2.32142, -0.52459, -1.34576]],
  "atomic_forces_ev_per_a": [[3.46, -0.56, -2.55], [-3.52, 1.30, 0.92], [1.30, -0.40, -1.78], [-0.43, -0.40, -2.01], [-2.41, -0.75, -0.23], [-1.51, -0.81, -0.57], [0.45, -5.71, 0.84], [-0.16, -1.24, 2.28], [0.16, 0.72, 0.08], [-0.05, 1.06, 0.03], [-0.36, 1.92, -1.20], [-1.03, 0.13, 0.09], [1.22, -0.49, 0.05], [-0.58, 0.06, -0.57], [0.85, 0.72, 0.82], [1.48, 1.56, 1.02], [-0.01, 0.33, -1.09], [0.73, -0.28, 0.67], [1.81, 1.04, 0.55], [-0.13, -0.89, 0.06], [0.39, -0.44, 0.18], [-1.65, 3.13, 2.42]]
}

=====

No. 6
{
  "formula": "C10H22IN2O4",
  "method": "ωB97M-V/def2-TZVPD",
  "orbital_gap_ev": 9.0,
  "spin_multiplicity": 1,
  "e_tot_ha": -1102.026349,
  "charge": 1,
  "species": ["O", "C", "C", "C", "I", "C", "N", "C", "C", "N", "H", "H", "H", "H", "H", "H", "H", "H", "H", "H", "H", "H", "H", "H", "C", "C", "O", "C", "O", "O", "C", "H", "H", "H", "H", "H", "H", "H", "H"],
  "positions_angstrom": [[-6.36894, 0.73191, -1.59067], [-4.98159, 1.29243, -1.68334], [-3.84023, 0.33264, -1.00330], [-3.05018, -0.65442, -2.05958], [-4.41821, -1.24123, -3.72339], [-2.59931, -2.07516, -1.35800], [-1.53031, -1.94695, -0.29693], [-0.65506, -0.72790, -0.47800], [-0.54327, -0.16767, -2.01395], [-1.86084, -0.00907, -2.73978], [-6.57355, 0.68954, -0.59849], [-4.71935, 1.66480, -2.77784], [-5.02006, 2.28742, -1.02491], [-3.00916, 1.06577, -0.55949], [-4.22365, -0.29119, -0.06632], [-2.31557, -2.91208, -2.15990], [-3.56247, -2.51240, -0.80476], [-1.98181, -1.96005, 0.66664], [0.44753, -1.06404, -0.16683], [-0.95930, 0.09146, 0.31840], [0.25561, -0.77785, -2.65748], [-0.07920, 0.92940, -1.93407], [-1.74718, -0.51193, -3.67120], [-2.03814, 1.00513, -3.01004], [4.59678, -1.89966, 2.28287], [4.35768, -0.93102, 1.13807], [3.60022, 0.20083, 1.58191], [4.30148, 1.15411, 2.24410], [5.50062, 1.13127, 2.47857], [3.43673, 2.12656, 2.62542], [4.03539, 3.15549, 3.41095], [3.65027, -2.17157, 2.76152], [5.08913, -2.80884, 1.92604], [5.22562, -1.44916, 3.05742], [3.76568, -1.42580, 0.36156], [5.29931, -0.61460, 0.67242], [4.91850, 3.57260, 2.91622], [4.29475, 2.76429, 4.39948], [3.30209, 3.95694, 3.53667]],
  "atomic_forces_ev_per_a": [[2.19, 0.41, 1.29], [-0.56, 1.40, 1.64], [1.28, 0.68, -0.07], [-1.85, -1.44, 1.55], [0.69, 0.24, 0.75], [-0.94, -0.95, 0.37], [-1.27, 1.12, -0.48], [1.23, -0.14, 1.05], [2.85, 1.18, 1.62], [0.17, -0.12, -1.57], [0.40, 0.16, -2.14], [-0.78, -1.26, 2.22], [0.37, -2.06, -1.42], [-1.68, -1.49, -0.88], [0.61, 1.26, -2.31], [-0.41, 2.12, 1.48], [1.96, 1.09, -1.51], [0.96, 0.26, -1.84], [-2.28, 0.99, -0.86], [0.59, -1.24, -2.02], [-2.24, 1.08, 1.38], [-0.95, -2.50, -0.10], [-0.36, 0.73, 1.25], [0.06, -1.50, 0.63], [0.07, 0.09, 0.30], [0.49, -0.60, -0.02], [0.21, 0.92, 0.21], [0.80, -0.07, 0.39], [-1.92, 0.05, -0.46], [0.49, -0.87, -0.55], [0.23, 0.54, 0.37], [0.07, -0.04, -0.19], [-0.08, 0.12, 0.01], [-0.01, -0.04, -0.23], [-0.13, 0.31, 0.13], [-0.20, 0.10, 0.25], [-0.11, -0.24, 0.14], [0.12, 0.06, -0.21], [-0.04, -0.34, -0.17]]
}